Record 1
{
  "formula": "C22H26BFeN7O3S",
  "method": "ωB97M-V/def2-TZVPD",
  "spin_multiplicity": 2,
  "homo_energy_ev": [-12.086, -12.084],
  "e_lumo_ev": [-4.6828, -4.1629],
  "s_squared": 0.907,
  "charge": 1,
  "elements": ["Fe", "C", "C", "C", "C", "C", "N", "N", "B", "N", "N", "C", "C", "C", "C", "C", "N", "N", "C", "C", "C", "C", "C", "H", "H", "H", "H", "H", "H", "H", "H", "H", "H", "H", "H", "H", "H", "H", "H", "H", "H", "H", "H", "H", "H", "O", "S", "O", "N", "C", "O", "C", "C", "C", "C", "C", "C", "H", "H", "H", "H"],
  "positions_angstrom": [[0.06078, -0.58314, -0.66234], [-1.43822, 2.06932, -2.34902], [-0.25857, 2.27098, -1.46336], [0.35969, 3.46075, -1.08828], [1.39665, 3.11474, -0.23514], [2.38027, 3.98733, 0.46470], [1.40240, 1.77921, -0.11606], [0.39875, 1.26425, -0.87188], [2.35260, 0.79383, 0.59770], [2.80395, -0.23171, -0.47501], [1.85866, -0.94276, -1.14332], [2.46156, -1.78568, -1.98679], [1.68770, -2.70573, -2.86769], [3.83777, -1.61086, -1.85913], [4.01605, -0.62684, -0.89721], [5.27670, -0.04137, -0.36236], [1.51497, 0.00524, 1.62542], [0.55202, -0.82548, 1.15092], [-0.00988, -1.47236, 2.17586], [-1.09163, -2.48130, 2.00085], [0.60789, -1.03441, 3.34639], [1.56131, -0.10514, 2.96265], [2.51911, 0.67282, 3.79708], [-1.59129, 2.95255, -2.96479], [-2.33605, 1.92471, -1.74998], [-1.30659, 1.20920, -3.00715], [0.08357, 4.45298, -1.40012], [2.20958, 5.02492, 0.18927], [3.40357, 3.72294, 0.19948], [2.27897, 3.89967, 1.54656], [3.27529, 1.34893, 1.10158], [0.61354, -2.59145, -2.71892], [1.95277, -3.74250, -2.66290], [1.90924, -2.50683, -3.91575], [4.61011, -2.13084, -2.39873], [6.13163, -0.50062, -0.85193], [5.36247, -0.20985, 0.71100], [5.31456, 1.03353, -0.53814], [-1.28563, -2.68537, 0.94828], [-2.00769, -2.12331, 2.46717], [-0.80805, -3.42065, 2.47452], [0.39543, -1.36467, 4.34834], [2.39947, 0.40015, 4.84249], [2.34069, 1.74389, 3.70003], [3.54995, 0.47500, 3.50393], [-2.98007, 0.18768, 2.34050], [-3.13276, 0.63407, 0.99139], [-3.25314, 2.03002, 0.71439], [-1.91269, -0.00232, 0.05094], [-2.36739, -0.86199, -0.81683], [-1.48409, -1.43736, -1.55616], [-3.82103, -1.07958, -0.82676], [-4.59024, -1.90513, -1.62581], [-5.96292, -1.90983, -1.41007], [-6.53620, -1.11125, -0.42470], [-5.75960, -0.28120, 0.38003], [-4.40154, -0.28924, 0.15500], [-4.13412, -2.52028, -2.38937], [-6.59742, -2.54180, -2.01598], [-7.60777, -1.13517, -0.28000], [-6.20505, 0.33933, 1.14522]],
  "lowdin_charge": [0.8814, 0.0018, -0.2696, 0.0535, -0.2354, 0.0019, 0.0615, 0.0143, -0.4607, 0.0579, 0.0003, -0.2747, 0.0017, 0.0484, -0.2365, 0.0003, 0.0616, 0.0130, -0.2751, 0.0017, 0.0545, -0.2349, 0.0023, 0.0943, 0.0686, 0.0877, 0.1260, 0.0903, 0.0873, 0.0904, 0.1253, 0.0632, 0.0946, 0.0949, 0.1247, 0.0899, 0.0910, 0.0911, 0.0714, 0.0808, 0.0966, 0.1276, 0.0902, 0.0901, 0.0879, -0.2596, 0.6831, -0.2569, -0.0530, -0.4955, -0.0562, -0.1293, 0.0185, -0.0390, -0.0346, -0.0099, -0.1955, 0.1290, 0.1162, 0.1182, 0.1313]
}

=====

Record 2
{
  "formula": "C22H26Br2CrN4O3S",
  "method": "ωB97M-V/def2-TZVPD",
  "spin_multiplicity": 5,
  "homo_energy_ev": [1.386, 0.467],
  "e_lumo_ev": [4.3272, 4.3067],
  "s_squared": 6.235,
  "charge": -2,
  "elements": ["Cr", "N", "N", "C", "N", "S", "H", "H", "H", "H", "H", "Br", "C", "C", "C", "Br", "C", "C", "C", "C", "N", "C", "C", "O", "H", "H", "H", "H", "O", "C", "C", "C", "C", "C", "C", "C", "C", "C", "C", "C", "C", "O", "H", "H", "H", "H", "H", "H", "H", "H", "H", "H", "H", "H", "H", "H", "H", "H", "H"],
  "positions_angstrom": [[0.16519, 0.02311, 0.83653], [-1.08710, -0.56291, -0.52062], [-0.90043, -1.95113, -0.63941], [0.00519, -2.63190, 0.14774], [-0.01543, -3.97892, -0.07226], [1.05413, -2.00775, 1.27593], [-2.07392, -0.38233, -0.22795], [-0.87752, -0.12174, -1.44446], [-1.61262, -2.50615, -1.10650], [-0.29169, -4.33490, -0.97594], [0.70280, -4.51037, 0.40752], [-4.54068, 1.70464, 2.31406], [-3.29064, 0.57078, 3.20360], [-3.65962, 0.08579, 4.47009], [-2.78992, -0.74889, 5.17434], [-3.33711, -1.37600, 6.88098], [-1.54749, -1.10059, 4.61216], [-0.52959, -1.92152, 5.14559], [0.63455, -2.13687, 4.40576], [0.74873, -1.52884, 3.15958], [-0.19469, -0.73848, 2.61017], [-1.26762, -0.56641, 3.34131], [-2.05868, 0.23832, 2.61583], [-1.53932, 0.56093, 1.50450], [-4.61928, 0.36378, 4.89256], [-0.63811, -2.38622, 6.11887], [1.43336, -2.76068, 4.78632], [1.63204, -1.66334, 2.54422], [1.59562, -0.37846, 0.18295], [2.63071, -1.57148, -1.92072], [3.18316, -0.14937, -2.06275], [3.83275, 0.34299, -0.76619], [2.16690, 0.84584, -2.64775], [2.51448, 1.40639, -3.90048], [1.68384, 2.30698, -4.54364], [0.48898, 2.66013, -3.94167], [0.10731, 2.12683, -2.68650], [-1.26427, 2.58768, -2.16459], [-2.32186, 1.48873, -2.30564], [-1.25588, 3.18674, -0.75440], [0.94099, 1.19196, -1.98762], [0.61199, 0.69590, -0.85670], [3.44104, -2.27123, -1.68713], [2.16058, -1.90450, -2.85256], [1.89084, -1.65973, -1.12017], [4.00870, -0.23508, -2.78358], [3.13614, 0.35514, 0.07684], [4.23062, 1.35642, -0.88833], [4.66621, -0.31138, -0.48696], [3.44862, 1.12847, -4.37901], [1.96112, 2.72348, -5.50396], [-0.16490, 3.35836, -4.45535], [-1.59824, 3.41102, -2.81222], [-2.11642, 0.62881, -1.66089], [-2.37167, 1.12547, -3.33846], [-3.31272, 1.87291, -2.03995], [-1.16566, 2.42760, 0.02773], [-2.19624, 3.71774, -0.56697], [-0.43730, 3.90427, -0.63385]],
  "lowdin_charge": [0.7322, -0.0750, -0.0225, -0.6884, 0.0108, 0.9583, 0.1358, 0.1046, 0.1287, 0.0478, 0.0631, 0.6337, -0.6036, -0.2386, -0.6625, 0.6351, -0.2150, -0.0996, -0.0834, -0.4148, -0.1281, -0.2044, -0.4435, -0.1994, 0.0644, 0.0568, 0.0853, -0.0769, -0.6540, -0.0751, -0.3565, -0.0838, -0.0890, -0.0782, -0.1648, -0.0880, -0.1143, -0.3646, -0.0613, -0.0606, -0.2641, -0.2519, 0.0706, 0.0701, 0.0265, 0.1057, 0.0425, 0.0676, 0.0656, 0.0889, 0.0700, 0.0866, 0.1109, 0.0359, 0.0820, 0.0788, 0.0516, 0.0709, 0.0811]
}

=====

Record 3
{
  "formula": "C22H26BrN5PRhS",
  "method": "ωB97M-V/def2-TZVPD",
  "spin_multiplicity": 1,
  "homo_energy_ev": [-13.959, -13.959],
  "e_lumo_ev": [-7.9071, -7.8583],
  "charge": 2,
  "elements": ["Rh", "C", "C", "N", "N", "C", "N", "S", "C", "C", "C", "C", "C", "N", "H", "H", "H", "H", "H", "H", "H", "H", "H", "C", "C", "C", "C", "C", "Br", "N", "C", "H", "H", "H", "H", "H", "H", "C", "P", "C", "C", "C", "C", "C", "C", "C", "H", "H", "H", "H", "H", "H", "H", "H", "H", "H", "H"],
  "positions_angstrom": [[0.26749, 0.63366, 0.14074], [-1.10162, -3.44624, -1.37785], [-0.89210, -1.99540, -1.11114], [-0.45705, -1.56232, 0.03115], [-0.21495, -2.36272, 1.03833], [0.50533, -1.96952, 2.04873], [0.59072, -2.70656, 3.15038], [1.46475, -0.51095, 1.97111], [-1.17086, -0.99507, -2.13454], [-1.87514, -1.29964, -3.30195], [-2.13218, -0.29994, -4.22260], [-1.66143, 0.98107, -3.97248], [-0.94118, 1.20777, -2.80805], [-0.71749, 0.25442, -1.91667], [-0.68372, -4.03120, -0.56388], [-0.64104, -3.73998, -2.31912], [-2.16496, -3.66908, -1.44202], [0.10960, -3.58929, 3.21552], [1.17694, -2.41925, 3.91477], [-2.20354, -2.30962, -3.47913], [-2.68284, -0.52235, -5.12382], [-1.84133, 1.78638, -4.66431], [-0.53451, 2.19056, -2.59294], [4.09886, -3.52548, -2.17176], [3.74032, -2.09727, -1.95622], [4.60899, -1.05122, -2.25898], [4.24489, 0.25802, -1.97979], [3.00537, 0.45361, -1.40412], [2.36535, 2.18985, -0.89721], [2.14687, -0.51530, -1.13210], [2.50577, -1.76006, -1.40503], [5.11343, -3.63251, -2.54261], [3.42148, -3.99252, -2.88436], [4.01569, -4.06686, -1.23152], [5.56986, -1.26231, -2.70258], [4.90165, 1.08956, -2.18351], [1.79378, -2.53371, -1.16360], [-3.28842, 2.33600, 1.16976], [-1.74016, 1.38256, 1.41400], [-1.94086, 0.78940, 3.13595], [-0.44759, 2.68763, 1.45245], [0.57334, 2.70167, 2.41981], [1.50893, 3.71940, 2.42220], [1.44617, 4.72762, 1.47078], [0.43203, 4.73301, 0.51991], [-0.48951, 3.70679, 0.48338], [-3.29640, 2.86083, 0.21826], [-3.37706, 3.05869, 1.98309], [-4.13709, 1.65492, 1.20140], [-2.13468, 1.63032, 3.80017], [-1.06766, 0.23784, 3.47609], [-2.79912, 0.11830, 3.15978], [0.60602, 1.93878, 3.18423], [2.28558, 3.73049, 3.16972], [2.18634, 5.51011, 1.46665], [0.35850, 5.54178, -0.18806], [-1.26235, 3.70452, -0.27384]],
  "lowdin_charge": [0.6081, -0.0022, -0.2568, -0.0295, -0.0047, -0.8046, 0.1319, 0.6959, -0.2117, 0.0268, -0.0067, -0.0113, -0.1121, 0.0233, 0.0801, 0.1010, 0.1058, 0.1289, 0.1077, 0.1221, 0.1289, 0.1218, 0.1051, -0.0254, -0.2247, 0.0219, -0.0547, -0.6816, 0.8694, -0.0350, -0.0779, 0.0904, 0.0945, 0.0951, 0.1330, 0.1194, 0.1170, -0.1957, 0.9641, -0.2136, -0.4688, -0.1350, -0.0551, -0.0547, -0.0821, -0.1385, 0.0477, 0.0803, 0.0599, 0.0741, 0.0254, 0.0611, 0.0749, 0.1235, 0.1230, 0.1210, 0.0993]
}

=====

Record 4
{
  "formula": "C22H26Cl3MoNO",
  "method": "ωB97M-V/def2-TZVPD",
  "spin_multiplicity": 3,
  "homo_energy_ev": [-0.442, -0.453],
  "e_lumo_ev": [4.8933, 4.8963],
  "s_squared": 2.016,
  "charge": -2,
  "elements": ["C", "C", "C", "C", "C", "C", "C", "C", "C", "C", "Mo", "Cl", "Cl", "Cl", "H", "H", "H", "H", "H", "H", "H", "H", "H", "H", "H", "H", "H", "H", "H", "O", "H", "C", "C", "C", "C", "C", "C", "N", "C", "C", "C", "C", "C", "C", "H", "H", "H", "H", "H", "H", "H", "H", "H", "H"],
  "positions_angstrom": [[1.81059, 1.79501, -2.21043], [1.18515, 2.92769, -1.56467], [-0.22784, 2.87719, -1.85074], [1.85274, 3.98444, -0.75921], [-0.48276, 1.70677, -2.65225], [0.78292, 1.05490, -2.89370], [0.97488, -0.14303, -3.74863], [3.25926, 1.44020, -2.18984], [-1.21029, 3.92000, -1.47930], [-1.79395, 1.11183, -3.01695], [0.33617, 1.03120, -0.66348], [0.06389, 3.69150, 1.46922], [2.14482, 0.96517, 0.87814], [-1.81641, 1.30848, 0.29560], [2.92246, 3.78363, -0.63472], [1.34315, 4.03461, 0.30388], [1.72276, 4.96144, -1.24817], [-1.00164, 4.30757, -0.47246], [-2.22564, 3.52728, -1.50218], [-1.15535, 4.75651, -2.17955], [-2.53562, 1.23263, -2.22704], [-1.69967, 0.04632, -3.22703], [-2.19760, 1.57813, -3.91289], [0.05465, -0.72113, -3.80624], [1.75477, -0.79833, -3.36199], [1.25241, 0.13780, -4.76970], [3.73958, 1.70441, -1.24341], [3.78377, 1.96736, -2.99363], [3.39996, 0.36508, -2.33472], [0.22386, -0.96520, -1.17147], [-0.41380, -1.42089, -0.59721], [2.32441, -4.60696, 2.27797], [2.74125, -3.33654, 1.86862], [1.81463, -2.42259, 1.40929], [0.42073, -2.67186, 1.59329], [0.01943, -4.00960, 1.87261], [0.96963, -4.95280, 2.21877], [-0.44558, -1.64927, 1.47791], [-1.54789, -1.36650, 2.19934], [-2.81031, -1.40356, 1.53682], [-3.98285, -1.26813, 2.26340], [-3.92153, -1.09879, 3.65696], [-2.68632, -0.91608, 4.28823], [-1.50942, -0.95840, 3.55806], [3.05872, -5.31771, 2.64963], [3.79587, -3.05766, 1.87603], [2.09787, -1.47005, 0.96652], [-1.04695, -4.24546, 1.80735], [0.65753, -5.96187, 2.45893], [-2.80829, -1.56434, 0.45621], [-4.94048, -1.29138, 1.73403], [-4.85131, -1.12909, 4.23489], [-2.65218, -0.74593, 5.36113], [-0.54422, -0.72400, 3.99876]],
  "lowdin_charge": [-0.3353, -0.3515, -0.3662, -0.1650, -0.3340, -0.3232, -0.0579, -0.0791, -0.1147, -0.0800, 1.2039, -0.1709, 0.0321, 0.0997, 0.0579, -0.1503, 0.0738, -0.0169, 0.0548, 0.0769, 0.0305, 0.0682, 0.0716, 0.0623, 0.0747, 0.0815, 0.0368, 0.0775, 0.0762, -0.4085, -0.0396, -0.1862, -0.1443, -0.0716, -0.3187, -0.0606, -0.1648, 0.0199, -0.3680, -0.1247, -0.1455, -0.1685, -0.1423, -0.0367, 0.0600, 0.0832, -0.0013, 0.0956, 0.0723, 0.0858, 0.0812, 0.0672, 0.0787, 0.1042]
}

=====

no.,energy (eV),strongest force on any atom (hartree/bohr)
1,-85705.0497,0.0260
2,-214667.2576,0.2472
3,-123846.6776,0.1296
4,-66198.7915,0.0621